# 1
19
Properties=species:S:1:pos:R:3:nbo_charge:R:1 method="wB97M-V/def2-TZVPD" homo_ev=-6.69 gap_ev=6.7
C 0.970 -1.639 0.531 -0.6364
C 0.005 -0.477 0.721 -0.0019
C -1.011 -0.567 1.614 -0.4349
C -0.557 0.240 -0.948 -0.0233
C 0.254 0.832 0.035 -0.1672
C 0.130 2.186 0.699 -0.6457
C 0.059 -0.290 -2.188 -0.6506
H 0.692 -2.244 -0.334 0.2126
H 0.991 -2.275 1.414 0.2192
H 1.975 -1.257 0.358 0.2196
H -1.002 -1.315 2.396 0.2052
H -1.861 0.098 1.528 0.1940
H -1.653 0.330 -0.897 0.1812
H 1.104 2.547 1.031 0.2216
H -0.519 2.129 1.575 0.2126
H -0.310 2.917 0.022 0.2067
H -0.609 -0.930 -2.768 0.2094
H 0.984 -0.840 -1.982 0.2358
H 0.359 0.552 -2.809 0.2422

=====

# 2
19
Properties=species:S:1:pos:R:3:nbo_charge:R:1 method="wB97M-V/def2-TZVPD" homo_ev=-8.70 smiles="CC1=CC1.C=CC" gap_ev=9.8
C 0.598 -0.029 1.633 -0.6537
C 1.273 0.290 0.369 0.0631
C 2.029 1.138 -0.249 -0.2313
C 2.419 -0.304 -0.381 -0.4387
H 1.509 0.033 2.244 0.2381
H -0.125 0.711 1.986 0.2234
H 0.139 -1.022 1.663 0.2300
H 2.272 2.160 -0.477 0.2192
H 2.275 -0.794 -1.344 0.1774
H 3.223 -0.754 0.222 0.1671
C -0.734 -0.731 -1.369 -0.4075
C -1.746 -0.723 -0.512 -0.1808
C -2.402 0.538 -0.052 -0.6557
H -0.451 -1.637 -1.890 0.2016
H -0.227 0.196 -1.620 0.2019
H -2.268 -1.649 -0.281 0.1943
H -3.180 0.720 -0.801 0.2247
H -1.727 1.401 -0.070 0.2152
H -2.876 0.455 0.930 0.2118

=====

# 3
19
Properties=species:S:1:pos:R:3:nbo_charge:R:1 method="wB97M-V/def2-TZVPD" homo_ev=-8.32 gap_ev=8.5
C -2.142 -0.098 0.384 -0.6176
C -1.221 -0.663 -0.676 -0.2188
C -0.035 0.085 -1.223 -0.2475
C 0.464 1.265 -0.400 -0.6325
C 0.972 0.802 0.936 0.2084
C 0.788 -0.689 0.934 -0.6326
C 0.171 -1.152 -0.380 -0.2479
H -2.912 0.535 -0.071 0.2163
H -2.647 -0.906 0.924 0.2160
H -1.622 0.514 1.131 0.2057
H -1.747 -1.256 -1.421 0.2171
H 0.137 0.069 -2.296 0.2228
H 1.249 1.842 -0.912 0.2722
H -0.311 2.016 -0.174 0.2639
H 3.467 0.778 0.290 -0.0096
H 2.975 1.032 0.796 0.0248
H 0.168 -0.903 1.821 0.2644
H 1.746 -1.182 1.159 0.2718
H 0.498 -2.090 -0.823 0.2229

=====

# 4
19
Properties=species:S:1:pos:R:3:nbo_charge:R:1 method="wB97M-V/def2-TZVPD" homo_ev=-8.07 smiles="C/C=C/C=C/CC" gap_ev=9.2
C 2.337 -2.903 -0.129 -0.6454
C 1.040 -2.190 0.122 -0.1614
C 0.840 -0.938 -0.302 -0.2203
C -0.124 0.038 0.169 -0.2567
C 0.033 1.348 -0.002 -0.1378
C -1.058 2.431 -0.051 -0.4414
C -2.459 2.035 0.397 -0.6219
H 2.681 -2.563 -1.107 0.2117
H 3.101 -2.648 0.602 0.2203
H 2.277 -3.990 -0.159 0.2097
H 0.247 -2.841 0.476 0.1971
H 1.448 -0.603 -1.145 0.1917
H -1.011 -0.323 0.685 0.1986
H 0.957 1.778 -0.379 0.1882
H -1.118 2.534 -1.135 0.2217
H -0.627 3.250 0.524 0.2156
H -2.472 0.960 0.585 0.2049
H -3.195 2.089 -0.405 0.2101
H -2.898 2.533 1.255 0.2152

=====

# 5
19
Properties=species:S:1:pos:R:3:nbo_charge:R:1 method="wB97M-V/def2-TZVPD" homo_ev="-7.94 / -8.22" gap_ev="8.4 / 8.7"
C -1.603 0.769 0.167 -0.3676
C -1.197 -0.642 -0.081 -0.2701
C -0.170 -0.765 -1.233 -0.4466
C 0.904 -0.929 -0.172 0.0571
C 2.219 -0.780 -0.173 -0.4204
C 0.358 2.188 0.351 -0.5526
C -0.127 -1.137 0.924 -0.4466
H -2.193 1.201 -0.654 0.1943
H -0.753 2.168 0.399 0.2136
H -2.161 0.900 1.106 0.1944
H -2.083 -1.289 -0.173 0.2161
H -0.315 -1.660 -1.845 0.2197
H -0.086 0.110 -1.888 0.2151
H 2.763 -0.552 -1.087 0.1997
H 2.799 -0.867 0.742 0.1996
H 0.914 2.158 -0.592 0.1794
H 0.995 1.849 1.174 0.1801
H -0.012 -0.534 1.833 0.2151
H -0.254 -2.187 1.204 0.2197

=====

# 6
19
Properties=species:S:1:pos:R:3:nbo_charge:R:1 method="wB97M-V/def2-TZVPD" homo_ev=-9.80 smiles=CC1CC2(CC2)C1 gap_ev=10.9
C 1.680 1.763 0.908 -0.6070
C 0.526 0.913 0.430 -0.1930
C 0.407 0.403 -1.029 -0.3848
C -0.417 -0.731 -0.419 -0.0561
C -1.910 -0.725 -0.443 -0.4174
C -1.142 -1.953 -0.859 -0.4154
C 0.286 -0.535 0.912 -0.3892
H 1.631 2.754 0.442 0.2096
H 2.650 1.312 0.672 0.2022
H 1.620 1.915 1.993 0.2104
H -0.404 1.449 0.631 0.1938
H -0.091 1.049 -1.761 0.2028
H 1.383 0.081 -1.417 0.1988
H -2.388 -0.176 -1.251 0.2088
H -2.439 -0.682 0.511 0.2077
H -1.199 -2.207 -1.910 0.2158
H -1.082 -2.807 -0.186 0.2153
H 1.211 -1.124 0.970 0.1980
H -0.322 -0.703 1.808 0.1999

=====

# 7
19
Properties=species:S:1:pos:R:3:nbo_charge:R:1 method="wB97M-V/def2-TZVPD" homo_ev=-8.25 smiles="C=CC(=C)CCC" gap_ev=8.5
C -0.452 0.086 -2.723 -0.3889
C -0.456 -0.466 -1.475 -0.2610
C -0.847 -0.030 -0.175 -0.0185
C -1.453 1.241 -0.034 -0.3938
C -0.265 -0.867 1.005 -0.4385
C 1.191 -0.644 1.112 -0.4193
C 1.742 0.576 1.841 -0.6181
H -1.055 0.930 -3.256 0.2141
H 0.255 -0.426 -3.478 0.2027
H -0.482 -1.596 -1.388 0.2072
H -1.666 1.518 0.990 0.2055
H -1.415 1.832 -0.969 0.2105
H -0.819 -1.873 0.795 0.2190
H -0.780 -0.575 1.878 0.2155
H 1.574 -1.495 1.763 0.2092
H 1.748 -0.605 0.137 0.2212
H 1.628 1.502 1.244 0.2077
H 1.397 0.819 2.887 0.2058
H 2.848 0.588 2.093 0.2196

=====

# 8
19
Properties=species:S:1:pos:R:3:nbo_charge:R:1 method="wB97M-V/def2-TZVPD" homo_ev=-8.27 smiles="C=C(C)C(=C)CC" gap_ev=9.2
C -0.152 -1.691 -1.823 -0.4284
C 0.095 -1.300 -0.582 0.0055
C 0.440 -2.119 0.719 -0.6563
C -0.354 0.148 -0.082 0.0168
C -1.456 0.453 0.646 -0.4608
C 0.698 1.170 -0.297 -0.4517
C 0.366 2.549 0.209 -0.6208
H 0.191 -2.740 -1.880 0.2081
H -0.751 -1.115 -2.573 0.2341
H 1.002 -1.512 1.616 0.2262
H -0.514 -2.736 1.121 0.2341
H 1.074 -2.919 0.492 0.2109
H -1.857 -0.193 1.500 0.2023
H -2.108 1.374 0.609 0.2096
H 1.141 1.061 -1.277 0.2190
H 1.602 0.788 0.305 0.2121
H 0.441 2.493 1.278 0.2098
H -0.723 2.796 0.064 0.2055
H 0.865 3.492 -0.046 0.2240

=====

Energy above the lowest of the compared OMol25 structures with the same formula, charge and spin? In order: 105.0 84.6 111.7 44.1 127.2 32.3 81.6 85.2 kcal per mole.
Calculated total energy? In order: -273.74122 -273.77371 -273.73052 -273.83831 -273.70579 -273.85706 -273.77856 -273.77272 a.u..